1.
2 unconnected molecules or ions with the total composition C10H16O. Source: OMol25; level of theory: wB97M-V/def2-TZVPD.

CARTESIAN COORDINATES (ANGSTROEM)
C: 2.26076 -1.72533 -0.52849
C: 1.87918 -0.29018 -0.13637
C: 0.99298 -0.20483 0.94498
C: 0.77591 1.06471 1.51199
C: 1.47118 2.15794 0.94852
O: 1.38354 3.31709 1.69505
C: 2.11616 2.11921 -0.28446
C: 2.25555 0.84587 -0.81630
H: 2.61522 -2.18071 0.39535
H: 2.98615 -1.69643 -1.33767
H: 1.39772 -2.31117 -0.85375
H: 0.64904 -1.02832 1.55762
H: 0.16171 1.29624 2.36771
H: 1.13793 4.05437 1.12733
H: 2.59425 2.96536 -0.73993
H: 2.85467 0.61280 -1.69334
C: -2.11547 -2.06411 -0.62941
C: -2.75681 -0.67782 -0.93145
C: -2.64723 0.27584 0.25131
H: -2.22552 -2.80480 -1.41822
H: -2.62114 -2.35009 0.29189
H: -1.05134 -1.83714 -0.55324
H: -2.40990 -0.29404 -1.88712
H: -3.82837 -0.83831 -1.11450
H: -2.09828 1.21589 0.15468
H: -3.61075 0.64897 0.60728
H: -2.16715 -0.27099 1.07053

Forces on the atoms, in the same order (eV/Å):
-0.370 1.144 -0.013
-1.756 -1.863 0.288
0.593 2.043 1.396
1.259 0.022 -1.446
-1.214 0.430 0.206
-0.082 0.277 -0.109
-0.313 -1.044 0.854
1.176 -0.780 -0.369
0.456 -0.281 -0.328
0.269 -0.348 0.170
-0.017 0.144 -0.060
-0.096 -0.457 -0.580
-0.013 -0.324 0.171
0.172 0.034 -0.014
-0.038 0.347 -0.025
-0.034 0.644 -0.143
-0.231 1.703 -0.315
-1.014 -0.673 -0.761
0.202 0.393 0.721
-0.323 0.033 -0.001
0.637 -0.630 0.112
0.098 -0.503 0.638
0.397 0.304 0.069
0.118 -0.075 0.009
0.426 -0.332 -0.574
-0.171 -0.461 -0.020
-0.134 0.253 0.120

## Properties
- HOMO-LUMO gap (eV) = 9.340
- SMILES = Cc1ccc(O)cc1.CCC
- E_tot (Eh) = -465.83997
- highest occupied orbital energy (eV) = -8.50
- multiplicity = 1
- energy relative to the best compared isomer or geometry (same formula, charge and spin) (eV) = 1.574

Löwdin population analysis, charges in e, atoms 1 to 8: -0.044 -0.289 -0.056 -0.010 -0.319 0.017 -0.011 -0.061

2.
A single C4H6N2O molecule. Source: OMol25; level of theory: wB97M-V/def2-TZVPD.

CARTESIAN COORDINATES (ANGSTROEM)
N: 1.56705 0.54876 -1.49012
C: 0.53504 0.22817 -0.62610
C: 0.17201 -0.92179 -0.03613
C: -1.12042 -0.65417 0.70365
O: -1.24727 -1.22634 1.96970
N: -1.32896 0.80501 0.63958
C: -0.46151 1.23991 -0.19211
H: 1.82399 1.52516 -1.50662
H: 2.37546 -0.05643 -1.46263
H: 0.67733 -1.88067 -0.07804
H: -1.98887 -1.02436 0.14079
H: -0.45673 -1.00842 2.47842
H: -0.47429 2.27034 -0.54885

Forces on the atoms, in the same order (eV/Å):
0.059 -0.013 0.061
-0.083 -0.038 0.188
0.048 0.048 -0.039
-0.029 -0.075 -0.226
0.196 0.142 0.168
0.261 0.086 -0.351
-0.245 -0.017 0.185
-0.032 -0.097 0.014
-0.154 0.036 -0.029
-0.201 0.120 -0.039
0.190 -0.142 -0.056
-0.087 0.021 -0.014
0.078 -0.071 0.138

## Properties
- HOMO-LUMO gap (eV) = 9.299
- SMILES = NC1=C[C@@H](O)N=C1
- E_tot (Eh) = -340.73818
- highest occupied orbital energy (eV) = -8.65
- multiplicity = 1
- energy relative to the best compared isomer or geometry (same formula, charge and spin) (eV) = 1.544

Löwdin population analysis, charges in e, atoms 1 to 8: 0.098 -0.330 0.012 -0.438 -0.004 0.105 -0.103 0.087

3.
A gas-phase ion, C4H6NO3S (charge -1). Source: OMol25; level of theory: wB97M-V/def2-TZVPD.

CARTESIAN COORDINATES (ANGSTROEM)
C: -1.30445 -1.98330 -0.20669
C: -1.12663 -0.47952 -0.14944
O: -2.20231 0.16580 -0.57466
C: -0.04389 0.32129 0.14101
S: 1.70038 -0.64405 1.04124
N: 2.98117 0.46070 0.55089
C: 0.12231 1.71659 0.02391
O: -1.01864 2.27348 -0.25276
O: 1.11504 2.38295 0.21296
H: -1.44520 -2.47076 0.80662
H: -2.07761 -2.35808 -0.92142
H: -0.24294 -2.35532 -0.47256
H: -1.91582 1.27463 -0.35841
H: 2.88103 0.25394 -0.49464
H: 2.57755 1.44165 0.65394

Forces on the atoms, in the same order (eV/Å):
2.677 -1.106 0.845
-0.526 1.465 -0.648
-0.464 0.753 0.519
3.082 -5.413 1.685
-2.120 1.808 -0.924
-1.299 -0.533 -1.947
-2.889 1.462 0.058
-1.113 -0.014 -0.336
2.050 0.771 0.285
-0.226 0.800 -0.981
0.712 0.746 0.596
-1.671 0.149 0.020
0.631 -0.466 -0.647
0.875 0.975 1.671
0.281 -1.397 -0.195

## Properties
- HOMO-LUMO gap (eV) = 7.660
- SMILES = C/C(O)=C(\SN)C(=O)[O-]
- E_tot (Eh) = -834.69662
- highest occupied orbital energy (eV) = -4.19
- net charge = -1
- multiplicity = 1
- energy relative to the best compared isomer or geometry (same formula, charge and spin) (eV) = 1.984

Löwdin population analysis, charges in e, atoms 1 to 8: -0.055 -0.448 -0.053 -0.189 0.624 -0.428 -0.729 -0.036

4.
8 unconnected molecules or ions with the total composition C30H62N2O17S3. Source: OMol25; level of theory: wB97M-V/def2-TZVPD.

CARTESIAN COORDINATES (ANGSTROEM)
O: 20.25212 -5.08096 4.28415
S: 19.83047 -6.46563 4.41539
O: 20.32436 -7.39425 5.40997
C: 17.99209 -6.68524 4.42309
C: 17.69144 -7.04820 2.97111
C: 18.80039 -8.04899 2.57571
C: 20.06755 -7.22063 2.78164
H: 17.52521 -5.76818 4.78781
H: 17.74549 -7.40907 5.19816
H: 16.69374 -7.45965 2.83175
H: 17.84812 -6.15431 2.36737
H: 18.72888 -8.40228 1.54514
H: 18.69357 -8.96498 3.16180
H: 20.05183 -6.44796 2.01397
H: 21.04512 -7.69665 2.75471
O: 21.35323 -10.93547 -2.85265
S: 20.92315 -11.52931 -1.60542
O: 21.60093 -11.27967 -0.34722
C: 19.08568 -11.36021 -1.38677
C: 18.54718 -12.77051 -1.12024
C: 19.39059 -13.71817 -1.95058
C: 20.85937 -13.33789 -1.81745
H: 18.71349 -11.08586 -2.37674
H: 18.87133 -10.58025 -0.66148
H: 18.70830 -12.99648 -0.05732
H: 17.46253 -12.78726 -1.22570
H: 19.10359 -13.51957 -2.99103
H: 19.22471 -14.77870 -1.77371
H: 21.44434 -13.73047 -2.64415
H: 21.30395 -13.70476 -0.89076
O: 13.03883 -11.04399 0.76191
S: 13.75497 -11.36124 1.97654
O: 13.06667 -11.41501 3.24647
C: 14.74474 -12.85886 1.63023
C: 16.17851 -12.55961 2.09851
C: 16.43172 -11.06793 1.74525
C: 15.20979 -10.25098 2.17017
H: 14.72592 -12.95087 0.54524
H: 14.26621 -13.71138 2.10526
H: 16.24274 -12.78366 3.16085
H: 16.83148 -13.18251 1.49129
H: 16.52908 -11.00392 0.65947
H: 17.30833 -10.60496 2.19140
H: 14.94449 -9.38355 1.57257
H: 15.23272 -10.02185 3.23393
C: 14.27539 -10.29271 -2.75120
C: 15.58526 -9.80971 -2.17201
O: 15.52627 -8.38535 -2.09975
C: 16.09524 -7.77096 -1.08621
O: 16.38690 -8.24376 -0.01511
O: 16.42931 -6.55072 -1.47780
C: 17.35125 -5.84143 -0.68041
H: 14.34547 -11.37795 -2.85675
H: 13.94441 -9.78459 -3.65074
H: 13.50767 -10.17376 -1.98047
H: 16.44484 -10.12263 -2.77774
H: 15.80821 -10.27643 -1.21015
H: 17.61872 -4.91075 -1.17158
H: 18.24441 -6.44663 -0.52370
H: 16.95457 -5.55137 0.29746
C: 13.58295 -12.52096 -5.89977
C: 12.58992 -11.37763 -5.73748
O: 12.00511 -11.58126 -4.43865
C: 11.20073 -10.63214 -3.98935
O: 10.86909 -9.63487 -4.57507
O: 10.91584 -10.90299 -2.73008
C: 10.18950 -9.92978 -1.99679
H: 13.03923 -13.45216 -5.71968
H: 14.36619 -12.51530 -5.14491
H: 13.96050 -12.55893 -6.91941
H: 11.87521 -11.41405 -6.55803
H: 13.07585 -10.40367 -5.70753
H: 10.12441 -10.25592 -0.96173
H: 9.17113 -9.82621 -2.36678
H: 10.72834 -8.98378 -2.02107
C: 12.82012 -6.54680 -1.53692
C: 12.74823 -7.06496 -0.10662
O: 12.83964 -5.95551 0.75964
C: 13.13684 -6.12093 2.03038
O: 13.33119 -7.17639 2.56585
O: 13.23412 -4.93261 2.59815
C: 13.45733 -4.94231 3.99198
H: 13.65558 -5.85624 -1.65384
H: 11.89116 -5.99770 -1.69809
H: 12.98692 -7.35965 -2.23927
H: 13.60912 -7.71503 0.10155
H: 11.86749 -7.68556 0.07353
H: 13.40056 -3.93478 4.38786
H: 14.44954 -5.32813 4.24452
H: 12.77506 -5.61460 4.51262
C: 12.55185 -7.83923 -7.08148
N: 13.97749 -8.14342 -6.95522
C: 14.76874 -7.86001 -5.90000
C: 14.25257 -6.93806 -4.83532
O: 15.92894 -8.27655 -5.89053
H: 12.44983 -6.79196 -7.36858
H: 12.00063 -8.01509 -6.15670
H: 12.08087 -8.47322 -7.82821
H: 14.39948 -8.65441 -7.71162
H: 15.12165 -6.69982 -4.22224
H: 13.48792 -7.38501 -4.20156
H: 13.86864 -5.99978 -5.23775
C: 17.65302 -4.82622 -4.67114
N: 17.93416 -6.23904 -4.60850
C: 18.90023 -6.82584 -3.87520
C: 19.17130 -8.27390 -4.15542
O: 19.58403 -6.18608 -3.07860
H: 17.84681 -4.27217 -3.75932
H: 16.61064 -4.72359 -4.97881
H: 18.22190 -4.36585 -5.48509
H: 17.37807 -6.86403 -5.17612
H: 18.52501 -8.69014 -4.93059
H: 18.96458 -8.90094 -3.28130
H: 20.21679 -8.50112 -4.35180

Forces on the atoms, in the same order (eV/Å):
-0.345 -0.747 0.799
-0.470 -0.404 -1.023
0.298 0.727 -0.002
0.344 0.981 0.321
0.307 -0.657 0.257
-0.259 -0.093 -0.361
-0.185 -0.295 0.197
0.179 0.228 -0.386
0.252 -0.494 -0.376
-0.082 0.162 -0.052
-0.412 0.044 -0.106
-0.125 0.365 -0.116
0.434 0.186 0.407
0.137 0.253 0.221
-0.132 -0.276 0.182
-0.240 0.203 0.646
-0.397 -1.061 -0.090
-0.432 0.282 -0.723
0.472 -0.191 -0.911
0.657 0.474 1.952
-0.408 0.318 -1.191
-0.033 -0.186 0.733
0.182 0.396 0.036
0.003 -0.087 0.112
0.047 -0.010 -0.014
0.039 -0.241 -0.548
0.084 -0.283 -0.077
-0.063 0.044 0.218
0.139 0.499 -0.146
-0.120 -0.101 0.021
-0.157 0.108 0.026
1.159 0.266 0.253
0.045 -0.348 -0.457
-0.095 0.464 0.165
-0.696 0.448 -0.404
-0.667 0.102 -0.107
-0.895 -0.793 0.033
-0.188 -0.094 -0.009
0.031 -0.027 -0.010
0.381 0.073 0.030
0.309 -0.160 0.436
0.149 0.080 -0.002
0.230 -0.347 0.004
0.406 0.154 0.052
-0.036 0.166 -0.019
-0.079 -0.554 1.322
0.072 -0.612 -0.294
-0.295 -0.155 -0.470
1.492 0.188 0.330
-0.175 -0.264 0.165
-0.702 0.392 -0.651
0.579 0.451 1.103
-0.083 0.088 -0.500
0.341 -0.062 -0.229
-0.092 0.173 -0.101
-0.111 0.537 -0.370
-0.492 0.379 0.259
-0.062 -0.255 -0.442
0.033 0.091 -0.099
-0.288 -0.327 -0.090
-0.681 -0.268 0.177
0.868 -0.308 0.289
-0.334 -0.486 -0.442
0.387 0.617 0.392
-0.143 0.232 -0.460
-0.097 -0.821 0.507
-0.218 0.380 0.278
-0.038 -0.008 -0.170
0.221 0.331 -0.209
0.283 0.108 0.096
-0.385 0.152 0.283
0.020 0.050 -0.291
0.258 -0.295 -0.092
0.088 0.156 -0.250
-0.182 0.134 -0.134
-0.294 0.305 0.774
1.296 -1.230 -0.418
-0.633 1.262 -0.465
0.319 -0.636 -0.137
0.054 -0.515 0.392
-0.240 0.786 -0.037
0.616 -0.648 1.046
0.023 0.008 0.096
0.070 -0.070 -0.565
-0.377 -0.067 0.068
-0.144 -0.014 -0.007
-0.152 0.323 0.152
-0.275 0.135 -0.334
0.080 0.045 -0.312
-0.280 0.194 -0.148
0.242 0.468 0.285
-0.967 -0.362 -0.018
0.637 -0.002 -0.736
0.357 0.197 0.335
-0.138 0.131 0.260
-0.335 -0.008 -0.086
0.187 0.003 0.061
0.223 -0.002 -0.140
0.245 -0.101 0.143
-0.170 -0.060 0.201
-0.038 -0.066 -0.175
-0.172 -0.137 -0.192
-0.197 0.016 -0.820
-0.274 -0.717 -0.078
0.999 0.972 0.336
-0.636 -1.167 0.244
-0.235 -0.222 -0.006
0.026 -0.290 0.203
-0.071 0.138 0.318
0.202 0.087 0.176
-0.109 0.079 -0.095
0.166 0.171 -0.209
-0.087 0.369 0.239
0.052 0.451 -0.229

## Properties
- HOMO-LUMO gap (eV) = 9.360
- SMILES = O=S1(=O)CCCC1.O=S1(=O)CCCC1.O=S1(=O)CCCC1.CCOC(=O)OC.CCOC(=O)OC.CCOC(=O)OC.CNC(C)=O.CNC(C)=O
- E_tot (Eh) = -3763.46756
- highest occupied orbital energy (eV) = -9.26
- multiplicity = 1
- energy relative to the best compared isomer or geometry (same formula, charge and spin) (eV) = 0.000

Löwdin population analysis, charges in e, atoms 1 to 8: -0.334 0.701 -0.334 -0.207 -0.218 -0.226 -0.218 0.096

| no. | largest force on an atom (eV/Å) |
| --- | --- |
| 1 | 2.58 |
| 2 | 0.45 |
| 3 | 6.45 |
| 4 | 2.11 |